# C16H18N6O4

An isolated molecule of C16H18N6O4 (the ωB97M-V functional and the def2-TZVPD basis, OMol25).

The total energy comes out at -34013.56937 eV. As for the structure (SMILES): Cc1nc(CN(C)C(=O)c2coc([C@H](C)NC(=O)[C@@H]3C[C@H]3C#N)n2)no1. The value obtained for the HOMO-LUMO gap is 10.061 eV. The value obtained for the energy above the lowest of the compared OMol25 structures with the same formula, charge and spin is 20.44 kJ/mol. The calculation puts the maximum force at 0.0 eV/A.

Last columns: bonded neighbours and bond lengths (Å).
Cartesian coordinates (Å):
1 C 0.624 -0.344 -5.889  C2 1.481, H27 1.086, H28 1.090, H29 1.089
2 C -0.175 -1.153 -4.940  C1 1.481, N3 1.293, O26 1.334
3 N -0.598 -0.832 -3.761  C2 1.293, C4 1.375
4 C -1.272 -1.967 -3.376  N3 1.375, C5 1.497, N25 1.295
5 C -1.957 -2.082 -2.050  C4 1.497, N6 1.454, H30 1.089, H31 1.085
6 N -2.922 -1.012 -1.857  C5 1.454, C7 1.457, C8 1.365
7 C -4.135 -1.109 -2.657  N6 1.457, H32 1.085, H33 1.094, H34 1.089
8 C -2.591 0.238 -1.420  N6 1.365, O9 1.221, C10 1.489
9 O -3.322 1.197 -1.612  C8 1.221
10 C -1.335 0.470 -0.655  C8 1.489, C11 1.348, N24 1.393
11 C -0.849 1.707 -0.428  C10 1.348, O12 1.359, H35 1.074
12 O 0.283 1.589 0.313  C11 1.359, C13 1.353
13 C 0.428 0.259 0.511  O12 1.353, C14 1.496, N24 1.286
14 C 1.593 -0.200 1.329  C13 1.496, C15 1.521, N16 1.456, H36 1.091
15 C 1.751 -1.712 1.282  C14 1.521, H37 1.089, H38 1.089, H39 1.090
16 N 1.446 0.297 2.689  C14 1.456, C17 1.359, H40 1.007
17 C 2.481 0.875 3.355  N16 1.359, O18 1.214, C19 1.508
18 O 3.574 1.058 2.860  C17 1.214
19 C 2.177 1.278 4.776  C17 1.508, C20 1.495, C21 1.506, H41 1.082
20 C 0.870 1.890 5.170  C19 1.495, C21 1.512, H42 1.081, H43 1.080
21 C 2.108 2.753 5.072  C19 1.506, C20 1.512, C22 1.441, H44 1.081
22 C 2.707 3.239 6.289  C21 1.441, N23 1.148
23 N 3.167 3.621 7.269  C22 1.148
24 N -0.496 -0.451 -0.034  C10 1.393, C13 1.286
25 N -1.270 -2.920 -4.253  C4 1.295, O26 1.396
26 O -0.528 -2.386 -5.308  C2 1.334, N25 1.396
27 H 0.823 0.628 -5.446  C1 1.086
28 H 1.566 -0.845 -6.111  C1 1.090
29 H 0.081 -0.215 -6.825  C1 1.089
30 H -2.477 -3.038 -2.008  C5 1.089
31 H -1.215 -2.056 -1.258  C5 1.085
32 H -4.908 -0.486 -2.218  C7 1.085
33 H -3.967 -0.774 -3.684  C7 1.094
34 H -4.459 -2.149 -2.671  C7 1.089
35 H -1.171 2.692 -0.709  C11 1.074
36 H 2.495 0.280 0.945  C14 1.091
37 H 1.891 -2.050 0.256  C15 1.089
38 H 2.621 -1.998 1.872  C15 1.089
39 H 0.866 -2.207 1.682  C15 1.090
40 H 0.605 0.079 3.196  N16 1.007
41 H 2.696 0.674 5.509  C19 1.082
42 H 0.121 2.052 4.407  C20 1.081
43 H 0.487 1.683 6.158  C20 1.080
44 H 2.188 3.428 4.231  C21 1.081



# C2H4BrNO2

An isolated molecule of C2H4BrNO2 at a distorted geometry (the ωB97M-V functional and the def2-TZVPD basis, OMol25).

Its spin multiplicity is 3. The total energy comes out at -77759.15098 eV. The value obtained for the HOMO-LUMO gap (alpha / beta) is 7.666 / 6.590 eV. The value obtained for the energy above the lowest of the compared OMol25 structures with the same formula, charge and spin is 110.07 kJ/mol. The calculation puts the maximum force at 8.9 eV/A.

Last columns: bonded neighbours and bond lengths (Å).
Cartesian coordinates (Å):
1 C -0.914 -0.676 -0.304  C2 1.508, H7 1.087, H8 1.090, H9 1.089
2 C 0.341 -0.269 0.427  C1 1.508, N3 1.641, Br6 1.913, H10 1.092
3 N 0.672 1.280 0.002  C2 1.641, O4 1.196, O5 1.192
4 O -0.210 2.051 0.244  N3 1.196
5 O 1.736 1.480 -0.497  N3 1.192
6 Br 1.884 -1.339 0.058  C2 1.913
7 H -0.713 -0.874 -1.354  C1 1.087
8 H -1.645 0.129 -0.227  C1 1.090
9 H -1.342 -1.571 0.144  C1 1.089
10 H 0.190 -0.211 1.507  C2 1.092



maximum force of number 1 (C16H18N6O4)? 0.0 eV/A